1.
Formula: C32H60BBeBr3Cl2F6N4O11P
Source: the OMol25 dataset
Level of theory: wB97M-V/def2-TZVPD

**HOMO energy**: -4.3 eV
**Net charge**: -1
**Spin multiplicity**: 1
**Molar mass**: 1152.253 g/mol
**ΔE to the lowest compared entry with this formula, charge and spin**: 0.00 kJ/mol
**HOMO-LUMO gap**: 1.07 eV

XYZ file:
```
121
Properties=species:S:1:pos:R:3:forces:R:3:mulliken_charge:R:1
C 3.083 -3.970 -1.405 -0.1648 -0.5499 0.1275 -0.612
O 1.755 -3.396 -1.416 0.7679 -0.1978 -1.3953 -0.261
C 1.679 -2.365 -2.402 -0.7042 -0.6760 1.6004 0.293
P 0.226 -2.726 -3.603 2.2764 -1.1558 -0.8773 0.710
C 1.370 -3.674 -4.825 1.1335 0.6673 -1.0375 -0.668
O 0.783 -4.914 -5.276 -0.1618 -0.2038 1.2708 -0.402
C 1.035 -5.958 -4.410 -0.7517 -1.5595 0.1659 0.796
C -0.203 -6.828 -4.015 0.0700 0.8911 -0.7137 -0.831
O 2.120 -6.244 -3.988 0.1108 0.7224 -0.0852 -0.528
N -1.043 -1.964 -2.476 -2.5511 1.8158 -0.6560 0.771
C -2.080 -2.853 -2.084 1.2218 0.4798 2.1210 -0.381
O -2.037 -3.349 -1.012 -0.5010 -0.7645 -0.3834 -0.374
F -3.213 -3.156 -2.871 1.8433 0.3537 -0.3393 0.203
C -1.593 -0.732 -2.999 -0.3569 -0.0426 0.3628 -0.038
O -2.205 -0.612 -4.002 0.0898 -0.0778 -0.3983 -0.424
F -1.427 0.384 -2.230 0.1021 -1.3340 -0.2108 0.026
H 3.445 -4.171 -2.447 -0.3059 0.1290 0.8363 0.243
H 3.804 -3.295 -0.882 -0.5593 -0.4964 -0.2810 0.233
H 2.979 -4.950 -0.881 0.2840 0.8730 -0.2981 0.223
H 2.637 -2.228 -2.945 -0.8394 -0.7052 0.2257 0.759
H 1.480 -1.398 -1.897 -0.2258 -1.5980 0.0089 -0.798
H -0.046 -1.770 -4.615 -0.2212 -0.1105 0.5375 0.022
H -0.585 -3.905 -3.559 0.2583 0.3066 0.1929 -0.180
H 2.408 -3.834 -4.442 -0.9000 -0.1576 -0.1872 0.295
H 1.491 -3.022 -5.733 -0.1583 -0.6996 0.6419 0.410
H -0.707 -6.293 -3.175 0.3371 -0.4926 -0.5012 0.126
H -0.916 -6.848 -4.869 0.4097 -0.1200 0.6239 0.329
H 0.102 -7.853 -3.701 -0.1341 0.9831 -0.2767 0.321
Be -4.716 -1.999 -2.202 -1.1337 0.5260 -0.0611 0.477
Cl 1.083 0.651 -0.963 1.0034 -0.0754 -1.6931 -0.309
C 2.152 -1.466 2.444 0.0700 -0.0884 0.1097 -0.196
Br 0.800 -2.540 1.570 0.0593 0.1947 -0.0179 -0.042
Br 3.228 -0.463 1.181 -0.0075 -0.3157 0.4413 -0.089
Br 1.371 -0.312 3.772 -0.0364 -0.0317 -0.2469 -0.031
H 2.824 -2.149 2.957 0.0244 0.2229 0.0595 0.303
B 4.832 -1.223 5.285 0.1612 0.0528 0.3640 0.502
F 5.476 -1.934 6.324 -0.2018 0.1717 -0.3684 -0.384
F 4.505 -2.121 4.226 -0.0238 0.1872 0.1261 -0.424
F 3.644 -0.630 5.781 0.3712 -0.1708 -0.1046 -0.397
F 5.696 -0.211 4.795 -0.2338 -0.2270 0.0231 -0.280
C -8.742 -5.089 -7.599 -0.3233 0.0948 -0.2866 -0.498
O -7.426 -5.249 -7.052 0.1321 -0.1114 0.0915 -0.354
C -7.106 -4.349 -6.123 0.0447 -0.2005 -0.2375 0.677
O -7.807 -3.459 -5.729 -0.0166 0.1012 0.1353 -0.510
O -5.860 -4.611 -5.703 0.0148 -0.0917 -0.0657 -0.330
C -5.386 -3.713 -4.699 -0.0086 0.0121 -0.0608 -0.605
H -8.888 -5.874 -8.340 0.2774 -0.0650 0.1014 0.205
H -9.498 -5.201 -6.822 0.0753 0.1829 0.0077 0.276
H -8.842 -4.121 -8.095 -0.1655 0.0497 0.1771 0.215
H -6.009 -3.770 -3.804 -0.0769 0.1341 -0.1198 0.239
H -5.354 -2.692 -5.080 -0.1626 -0.0050 0.1232 0.333
H -4.379 -4.017 -4.439 -0.0835 -0.2692 -0.2876 0.221
C -1.195 2.047 1.958 -0.1037 0.0108 -0.1109 -1.343
C -1.858 2.162 0.589 -0.1310 -0.0734 0.1619 0.227
C -1.198 3.186 -0.334 -0.0895 -0.3092 -0.0144 0.113
C -1.094 4.621 0.151 0.1784 -0.2156 -0.3056 -1.553
N -2.364 5.456 0.114 -0.0084 0.7938 0.1735 0.428
C -3.041 5.446 -1.251 -0.0310 -0.2536 0.0365 -0.706
C -4.155 4.426 -1.130 -0.0161 -0.2891 -0.2450 -0.340
C -4.648 4.596 0.297 -0.3512 -0.0069 0.1477 -0.652
C -3.426 4.998 1.114 -0.0667 -0.0731 0.1327 -0.261
C -1.961 6.871 0.449 -0.0751 -0.4133 -0.1067 -1.186
H -1.270 2.972 2.539 0.0443 -0.0118 0.0551 0.235
H -1.676 1.258 2.537 0.1011 0.0319 0.0192 0.419
H -0.138 1.793 1.855 -0.0124 -0.0004 0.0759 0.254
H -2.927 2.362 0.706 -0.0285 -0.0955 -0.0402 -0.081
H -1.796 1.186 0.102 -0.0115 0.1180 -0.0718 0.256
H -1.667 3.141 -1.320 0.0844 0.0851 -0.0190 0.166
H -0.172 2.843 -0.504 -0.0297 0.2030 0.0269 0.307
H -0.386 5.141 -0.499 -0.1196 0.1191 0.0478 0.405
H -0.702 4.681 1.167 -0.1643 -0.0003 0.0167 0.462
H -3.458 6.440 -1.423 0.1185 -0.0093 0.1007 0.463
H -2.307 5.225 -2.024 0.0470 0.0426 0.1194 0.316
H -3.789 3.412 -1.294 0.0354 0.0550 0.0113 0.063
H -4.946 4.602 -1.859 0.0856 0.0409 -0.0008 0.520
H -5.113 3.688 0.680 0.0700 0.0138 0.0199 0.372
H -5.401 5.387 0.345 0.0505 -0.0243 -0.0080 0.336
H -3.023 4.191 1.720 0.1195 -0.0069 -0.1649 0.021
H -3.663 5.825 1.782 0.2076 0.0206 -0.0839 0.397
H -1.265 7.219 -0.313 -0.0118 0.0167 0.0732 0.399
H -1.490 6.868 1.430 0.0212 0.0472 -0.0720 0.407
H -2.854 7.494 0.459 0.0573 -0.0337 0.0116 0.489
C 10.632 3.664 2.863 0.0121 0.1000 0.0017 -1.432
C 9.227 3.248 3.280 0.1546 0.0709 0.0322 -0.300
N 9.106 2.958 4.697 -0.0315 -0.2108 0.2403 0.134
C 7.857 2.280 5.044 -0.0752 -0.2735 -0.1103 -0.692
C 6.553 3.044 4.828 -0.2696 0.0108 0.1246 -0.990
C 9.517 4.016 5.604 0.3029 0.1002 -0.1470 -0.701
C 8.826 5.377 5.474 -0.0281 0.1828 0.2079 -0.956
H 11.371 2.922 3.174 -0.0506 0.0249 0.0637 0.326
H 10.683 3.752 1.775 -0.0276 0.0101 0.0344 0.436
H 10.914 4.633 3.281 0.0349 -0.0391 0.0003 0.289
H 8.979 2.344 2.718 -0.1671 -0.0217 0.2002 0.438
H 8.517 4.023 2.958 -0.0234 0.0411 -0.1345 0.250
H 7.905 1.952 6.087 0.1221 0.1030 -0.0320 0.287
H 7.807 1.353 4.466 0.0329 0.0693 -0.0324 0.371
H 6.407 3.821 5.580 0.0293 0.0662 -0.0796 0.217
H 5.710 2.354 4.916 0.1129 -0.0716 -0.0203 0.445
H 6.497 3.499 3.836 0.0469 0.0199 0.0201 0.232
H 10.594 4.173 5.478 -0.0317 -0.0119 -0.0999 0.385
H 9.417 3.666 6.635 -0.1573 -0.1554 -0.1119 0.347
H 8.750 5.711 4.438 -0.0041 -0.0543 -0.0010 0.236
H 9.402 6.133 6.018 0.0090 -0.0209 -0.0261 0.378
H 7.828 5.368 5.910 -0.0265 0.0014 -0.1287 0.272
C -4.363 -4.096 4.001 -0.0021 -0.0215 -0.0024 -0.398
C -4.161 -4.339 2.649 -0.0503 0.1031 0.1558 -0.670
C -4.235 -3.297 1.738 0.0431 -0.1022 -0.2612 0.036
C -4.508 -2.016 2.195 -0.0155 -0.4648 0.3445 0.010
C -4.719 -1.764 3.543 -0.0356 0.1893 0.1778 -0.344
C -4.646 -2.811 4.447 0.0276 -0.0981 -0.1255 -0.539
N -4.562 -0.911 1.239 0.0391 -0.0517 0.0305 0.835
O -4.390 -1.174 0.059 0.3112 0.3447 0.4950 -0.629
O -4.769 0.209 1.670 -0.0409 0.0773 -0.0539 -0.633
H -4.298 -4.912 4.712 0.0018 0.0436 -0.0332 0.387
H -3.942 -5.342 2.305 0.0017 0.0712 -0.0323 0.403
H -4.076 -3.496 0.686 0.0110 0.1815 0.0267 0.301
H -4.936 -0.766 3.899 0.0351 0.0020 -0.1901 0.452
H -4.805 -2.627 5.502 0.0117 0.0327 -0.0582 0.379
Cl 2.184 -0.052 -3.241 -0.4567 3.4761 0.2357 -0.203
O -9.957 -1.985 -8.356 0.0461 -0.1259 -0.1318 -0.815
H -9.276 -1.980 -7.673 0.0087 0.0610 0.1491 0.259
```
Positions in Å, forces in eV/Å.



2.
Formula: C32H60BN7OS
Source: the OMol25 dataset
Level of theory: wB97M-V/def2-TZVPD

**HOMO energy**: -9.2 eV
**SMILES**: CB(S)CCCCN(C)C(C)=O.CCCC#N.CCCC#N.CCCC#N.CCCC#N.CCCC#N.CCCC#N
**Spin multiplicity**: 1
**Molar mass**: 601.759 g/mol
**ΔE to the lowest compared entry with this formula, charge and spin**: 36.61 kJ/mol
**HOMO-LUMO gap**: 9.65 eV

XYZ file:
```
102
Properties=species:S:1:pos:R:3:forces:R:3:mulliken_charge:R:1
C -5.641 -5.400 -0.433 -0.0482 0.3128 -0.4113 -0.977
B -4.739 -4.249 -1.006 0.7517 0.7003 -0.1609 0.236
S -5.420 -3.124 -2.287 -0.3475 -0.3255 0.0333 -0.285
C -3.226 -3.980 -0.581 -0.8887 -0.6407 0.2216 -0.603
C -2.672 -4.953 0.461 0.5220 0.5612 0.1386 -0.787
C -1.272 -4.527 0.958 -0.3920 -0.9802 -0.9787 -0.620
C -0.266 -4.818 -0.161 -0.4100 0.9715 1.2495 -0.681
N 1.105 -4.358 0.139 -0.1226 0.2992 -0.6446 0.001
C 1.141 -2.940 0.510 -0.2762 -0.1072 0.1763 -1.077
C 1.894 -4.608 -0.988 1.7094 1.3115 2.0120 0.530
C 3.268 -3.978 -1.123 -0.4231 0.3371 -0.2572 -0.841
O 1.548 -5.344 -1.838 -1.2198 -2.2720 -2.3584 -0.588
H -5.212 -5.922 0.414 0.1152 0.0001 0.1644 0.331
H -6.628 -5.033 -0.163 -0.2016 0.0192 0.0637 0.316
H -5.803 -6.137 -1.222 -0.0316 -0.0795 -0.0817 0.342
H -4.362 -2.365 -2.647 0.0149 -0.2942 0.4138 0.049
H -3.138 -2.971 -0.177 -0.0846 0.2629 -0.1013 0.305
H -2.659 -3.987 -1.511 0.2873 -0.0089 -0.0550 0.273
H -2.645 -5.968 0.071 0.0511 -0.2132 -0.0825 0.435
H -3.316 -4.976 1.337 -0.2803 0.0243 0.0246 0.408
H -1.028 -5.153 1.812 0.2115 0.3035 0.3889 0.245
H -1.335 -3.473 1.199 0.1493 0.1400 0.3432 0.339
H -0.597 -4.297 -1.056 -0.0726 -0.1465 -0.3452 0.358
H -0.303 -5.881 -0.316 0.3539 -0.3445 -0.3302 0.410
H 0.703 -2.347 -0.297 0.0406 0.3082 0.0066 0.395
H 0.583 -2.747 1.413 -0.2283 -0.1384 0.2319 0.363
H 2.142 -2.608 0.722 0.2848 0.0450 -0.0506 0.294
H 3.344 -2.987 -0.706 0.3497 -0.0050 0.2751 0.186
H 3.420 -3.872 -2.188 0.0861 -0.0204 -0.2703 0.303
H 4.037 -4.659 -0.776 0.0829 -0.0185 0.3764 0.251
C -6.749 2.473 -3.758 0.0366 0.0804 0.0137 -0.918
C -5.847 1.614 -4.636 -0.1492 0.2047 0.0219 -0.742
C -5.437 0.299 -3.965 0.1207 0.2743 0.0655 -0.295
C -4.689 0.564 -2.724 -0.8369 -0.4875 -1.3716 0.261
N -4.111 0.790 -1.771 0.7459 0.2850 1.1965 -0.480
H -6.242 2.776 -2.839 0.0122 -0.0891 0.0184 0.381
H -7.040 3.380 -4.286 -0.0613 -0.0453 -0.0289 0.172
H -7.659 1.934 -3.485 -0.0041 0.0171 0.0057 0.318
H -4.954 2.184 -4.899 0.0346 -0.0792 -0.0257 0.322
H -6.367 1.385 -5.568 0.0539 -0.0798 -0.0016 0.341
H -4.808 -0.287 -4.636 0.0279 -0.0667 0.0658 0.348
H -6.317 -0.298 -3.723 0.0207 -0.0344 0.0642 0.300
C 6.824 -0.449 2.671 0.0125 -0.0424 -0.0001 -1.328
C 5.797 -1.573 2.762 0.1549 0.2981 0.0665 0.110
C 5.867 -2.542 1.579 -0.0849 0.1972 0.0525 -0.308
C 5.602 -1.834 0.320 0.3143 -0.8698 1.2937 0.219
N 5.399 -1.278 -0.651 -0.2990 0.7500 -1.1452 -0.664
H 6.658 0.175 1.791 0.0136 -0.0370 -0.0248 0.337
H 6.755 0.198 3.546 0.0111 -0.0170 0.0050 0.388
H 7.841 -0.845 2.623 0.0054 0.0347 -0.0109 0.342
H 4.798 -1.142 2.821 0.0200 -0.1452 0.0294 -0.143
H 5.958 -2.131 3.686 -0.0767 -0.0974 -0.0533 0.415
H 5.124 -3.332 1.695 -0.0057 -0.0314 -0.0855 0.334
H 6.850 -3.011 1.516 0.0090 -0.0008 -0.0698 0.444
C 2.728 2.361 1.758 0.0090 -0.0709 -0.0225 -1.012
C 1.395 2.118 2.456 0.1076 -0.1589 -0.2648 -0.564
C 1.555 1.647 3.910 -0.0640 -0.4855 -0.4765 -0.124
C 2.297 0.379 3.943 -0.8927 1.3152 0.2257 0.089
N 2.869 -0.604 3.966 0.6168 -1.2135 0.0152 -0.509
H 3.320 1.446 1.695 -0.0110 -0.0024 0.0206 0.196
H 2.565 2.713 0.739 0.0058 0.0048 0.0113 0.337
H 3.312 3.114 2.287 -0.0075 0.0070 0.0140 0.291
H 0.832 1.366 1.896 -0.0237 -0.0307 0.0819 0.435
H 0.811 3.033 2.440 -0.0805 -0.0142 0.1073 0.368
H 0.575 1.492 4.365 0.0355 -0.0678 0.0607 0.366
H 2.088 2.380 4.501 0.1197 0.0161 0.0252 0.107
C 8.378 -3.394 -4.900 -0.0373 -0.0450 -0.0114 -1.264
C 7.364 -3.341 -3.762 0.0619 -0.0428 -0.2623 -0.490
C 7.839 -2.496 -2.576 0.1225 -0.3912 -0.1197 0.333
C 9.076 -3.053 -2.010 -1.3205 0.7775 -0.4763 0.271
N 10.028 -3.493 -1.570 1.1907 -0.5874 0.5412 -0.467
H 9.311 -3.862 -4.583 0.0078 0.0475 0.0357 0.352
H 7.987 -3.979 -5.733 0.0009 0.0327 -0.0125 0.345
H 8.606 -2.392 -5.269 0.0145 -0.0090 -0.0028 0.320
H 7.152 -4.358 -3.425 -0.0411 0.0397 0.0693 0.299
H 6.427 -2.924 -4.135 -0.0235 0.0282 0.1133 0.347
H 7.077 -2.476 -1.800 0.0637 0.0970 -0.0036 -0.464
H 8.026 -1.468 -2.889 0.0185 0.0265 0.0509 0.386
C -8.895 5.582 -1.782 0.0363 0.0074 0.0101 -1.020
C -8.304 6.764 -2.543 -0.0180 -0.1295 0.2279 -0.421
C -9.008 7.026 -3.878 0.2025 -0.1935 0.0892 -0.413
C -8.894 5.857 -4.761 -0.2402 1.3809 0.7737 0.258
N -8.795 4.954 -5.443 0.1461 -1.1730 -0.8360 -0.414
H -8.786 4.651 -2.341 -0.0323 0.0225 -0.0357 0.235
H -8.385 5.450 -0.828 -0.0263 0.0087 0.0063 0.319
H -9.957 5.737 -1.579 0.0024 -0.0193 -0.0005 0.332
H -7.242 6.581 -2.720 -0.0062 0.0651 -0.0616 0.277
H -8.376 7.661 -1.926 0.0034 0.0525 -0.0897 0.309
H -8.563 7.885 -4.381 -0.0417 -0.0060 -0.0713 0.272
H -10.066 7.240 -3.719 -0.0240 -0.0168 -0.0292 0.284
C 1.133 5.017 7.566 0.0258 0.0198 0.0101 -0.978
C 1.832 6.225 6.951 -0.0469 -0.1528 0.2182 -0.422
C 1.371 6.515 5.519 0.1837 -0.1791 0.1159 -0.495
C 1.658 5.374 4.640 -0.3860 1.3278 0.7372 0.102
N 1.886 4.490 3.961 0.3651 -0.4173 -0.5546 -0.238
H 1.354 4.103 7.013 -0.0253 0.0215 -0.0357 0.216
H 1.468 4.866 8.592 -0.0278 0.0069 0.0024 0.321
H 0.050 5.155 7.581 0.0026 -0.0207 0.0011 0.301
H 2.911 6.060 6.961 0.0036 0.0715 -0.0593 0.298
H 1.637 7.105 7.566 0.0155 0.0567 -0.0896 0.305
H 1.884 7.392 5.124 -0.0260 -0.0066 -0.0816 0.289
H 0.299 6.713 5.494 -0.0183 -0.0199 -0.0411 0.267
```
Positions in Å, forces in eV/Å.



Question: Which value of molar mass does entry 1 give?
Answer: 1152.253 g/mol



Question: Which of these has the highest ΔE to the lowest compared entry with this formula, charge and spin?
Answer: C32H60BN7OS